Entry 1:
This record from the Open Molecules 2025 dataset describes an isolated molecule of C11H14ClOP at a distorted geometry. The level of theory is the ωB97M-V functional and the def2-TZVPD basis.

## Properties
- LUMO level (eV) = 0.39
- highest occupied orbital energy (eV) = -8.3
- structure (SMILES) = CC(C)(C)/C=P(/Cl)=C1\C=CC=CC1=O
- F_max (Eh/bohr) = 0.074
- HOMO-LUMO gap (eV) = 8.70
- energy above the lowest of the compared OMol25 structures with the same formula, charge and spin (eV) = 0.674

```
! RIJCOSX wB97M-V def2-TZVPD def2/J DEFGRID3
* xyz 0 1
C -0.46079 2.29415 -1.85409
C 0.21367 1.68086 -0.54877
C 1.27305 2.57721 0.07921
C -0.98407 1.26336 0.43674
C 0.93033 0.43848 -1.11609
P 0.08470 -1.02784 -1.86339
Cl 1.86333 -1.94859 -2.42297
C -0.18319 -1.79647 -0.33891
C -1.22053 -2.68229 -0.05648
C -1.36806 -3.11825 1.25156
C -0.49406 -2.71825 2.20672
C 0.61216 -1.93393 1.91907
C 0.71626 -1.37913 0.64417
O 1.61981 -0.47559 0.43629
H -0.78627 3.32366 -1.60179
H -1.30039 1.65431 -2.27582
H 0.14935 2.28369 -2.76753
H 0.78937 3.22026 0.71527
H 1.91778 2.02740 0.63215
H 1.84846 3.13888 -0.55799
H -1.43649 2.19964 0.85798
H -0.69528 0.71139 1.31199
H -1.57275 0.60019 -0.10646
H 1.87074 0.74526 -1.44610
H -2.01182 -2.77341 -0.88623
H -2.19977 -3.74471 1.50685
H -0.51821 -3.00330 3.23140
H 1.34270 -1.55699 2.61320
*
```

Entry 2:
This record from the Open Molecules 2025 dataset describes an isolated molecule of C11H14F7NO5. The level of theory is the ωB97M-V functional and the def2-TZVPD basis.

## Properties
- LUMO level (eV) = 0.34
- highest occupied orbital energy (eV) = -10.9
- structure (SMILES) = CO[C@H]([C@@H](OC#N)O[C@@H](CCO)COC(F)(F)F)C(F)(F)C(F)F
- F_max (Eh/bohr) = 0.019
- HOMO-LUMO gap (eV) = 11.28

```
! RIJCOSX wB97M-V def2-TZVPD def2/J DEFGRID3
* xyz 0 1
C -2.70399 -2.44083 -1.14117
O -1.71472 -2.99969 -0.28474
C -0.49148 -2.32858 -0.24192
C -0.58840 -1.03100 0.56691
O -0.55430 -1.34888 1.99955
C 0.64785 -1.62211 2.40378
N 1.71129 -1.98775 2.66071
O 0.42222 -0.17141 0.21546
C 0.29844 1.17040 0.71117
C 1.60260 1.53688 1.45444
C 1.43515 1.78407 2.96466
O 1.55756 3.15911 3.31554
C 0.09513 2.10408 -0.45639
O -1.25210 1.94765 -0.93647
C -1.59053 2.62102 -2.04926
F -2.81179 3.14087 -1.90111
F -1.62717 1.81055 -3.11652
F -0.74883 3.62426 -2.34012
C 0.18282 -2.12030 -1.61236
F -0.09029 -3.21292 -2.37294
F -0.31809 -1.05004 -2.27858
C 1.75284 -1.99481 -1.50173
F 2.34748 -2.93701 -2.25392
F 2.13917 -0.78204 -1.96292
H -2.43265 -2.51563 -2.19368
H -2.94712 -1.40252 -0.90030
H -3.60455 -3.03284 -0.99146
H 0.18428 -2.98351 0.31893
H -1.55961 -0.55399 0.43111
H -0.54986 1.24083 1.39653
H 2.31096 0.72491 1.29752
H 2.05708 2.43005 1.02183
H 0.49719 1.37197 3.35134
H 2.25789 1.29446 3.48248
H 0.95686 3.67579 2.76859
H 0.26001 3.12592 -0.11721
H 0.80251 1.84888 -1.24783
H 2.06614 -2.09584 -0.45993
*
```

Entry 3:
This record from the Open Molecules 2025 dataset describes a cluster of 3 separate species, C11H14F7O11PS in total at a distorted geometry. The level of theory is the ωB97M-V functional and the def2-TZVPD basis.

## Properties
- LUMO level (eV) = 0.35
- highest occupied orbital energy (eV) = -9.5
- structure (SMILES) = O=C1OC[C@](P(O)O)(S(=O)(=O)F)O1.CCOC(=O)C(F)(F)F.CCOC(=O)C(F)(F)F
- F_max (Eh/bohr) = 0.055
- HOMO-LUMO gap (eV) = 9.83

```
! RIJCOSX wB97M-V def2-TZVPD def2/J DEFGRID3
* xyz 0 1
O 1.07348 -1.91857 -1.83876
C 2.07203 -1.30087 -1.67490
O 2.55150 -0.28531 -2.45432
C 3.13624 0.67372 -1.56963
C 3.19473 -0.11024 -0.23836
P 1.55557 0.40007 0.62172
O 1.38304 -0.42461 1.98972
O 1.60964 1.98664 0.92070
S 4.52716 0.21730 0.90075
O 4.32906 -0.61834 2.01707
O 4.52917 1.60279 1.14698
F 5.88528 -0.13729 0.22666
O 3.01355 -1.42747 -0.65395
H 4.09781 1.05750 -1.88120
H 2.43484 1.49640 -1.54973
H 1.80374 0.00301 2.75022
H 0.90724 2.37730 0.37682
C -1.12456 1.93407 -5.47906
C -2.18629 2.43317 -4.52387
O -1.67451 2.51028 -3.17733
C -0.98897 3.59610 -2.87591
O -0.74659 4.51394 -3.59371
C -0.55836 3.53165 -1.40505
F -0.07950 2.29897 -1.07871
F -1.58019 3.78236 -0.59072
F 0.39713 4.40423 -1.12613
H -0.72254 0.97992 -5.13740
H -1.54343 1.80348 -6.47556
H -0.29256 2.63502 -5.54272
H -3.01812 1.73426 -4.48414
H -2.58388 3.39877 -4.83151
C -1.02756 -3.15193 1.96556
C -1.31001 -2.18429 3.09340
O -2.58916 -2.45629 3.70036
C -2.60828 -3.41591 4.60988
O -1.67946 -4.07115 4.96764
C -4.02391 -3.54985 5.18867
F -4.95242 -3.51384 4.22934
F -4.27427 -2.54607 6.03805
F -4.16356 -4.69105 5.84993
H -1.83982 -3.13687 1.23831
H -0.09867 -2.88637 1.46289
H -0.94213 -4.17280 2.33735
H -1.37126 -1.16973 2.70701
H -0.52125 -2.20207 3.84364
*
```